1.
Molecular formula: C5H10O2
Method: DFT, the ωB97M-V functional and the def2-TZVPD basis

For the HOMO energy, the calculation gives -10.084 eV. As for the molar mass: 102.1 Da. The calculation puts the electronic energy at -346.98004 Ha. The energy above the lowest of the compared OMol25 structures with the same formula, charge and spin is 1.235 eV. Its gap between HOMO and LUMO is 10.90 eV.

Last column: natural (NBO) charge in e.
Positions of all 17 atoms, in Å:
C: -2.347 -0.533 -0.168  -0.6060
C: -1.180 0.396 -0.491  -0.4069
C: 0.113 -0.136 0.107  0.1168
O: 0.362 -1.411 -0.446  -0.7322
C: 1.321 0.786 -0.134  -0.5480
C: 2.451 0.372 0.779  0.4545
O: 2.784 -0.785 0.926  -0.5443
H: -3.301 -0.124 -0.513  0.2085
H: -2.190 -1.509 -0.635  0.2241
H: -2.421 -0.693 0.914  0.2002
H: -1.063 0.505 -1.577  0.2050
H: -1.363 1.399 -0.083  0.1986
H: -0.039 -0.219 1.198  0.1532
H: 1.203 -1.714 -0.071  0.4919
H: 1.074 1.843 0.010  0.2195
H: 1.638 0.659 -1.178  0.2480
H: 2.959 1.165 1.362  0.1172

Forces on atoms 1 to 2 (eV/Å):
C -0.056 -0.049 0.005
C 0.010 0.069 -0.009


2.
Molecular formula: C50H53N12O3SSc
Method: DFT, the ωB97M-V functional and the def2-TZVPD basis

For the HOMO energy, the calculation gives -11.404 eV. The net charge is +2. As for the molar mass: 947.1 Da. The calculation puts the electronic energy at -3978.50641 Ha. The energy above the lowest of the compared OMol25 structures with the same formula, charge and spin is 0.000 eV. Its gap between HOMO and LUMO is 6.32 eV.

Last column: Löwdin charge in e.
Positions of all 120 atoms, in Å:
Sc: 0.165 1.063 0.249  0.8818
C: -0.555 -1.117 -5.850  -0.0292
C: -0.900 -0.469 -4.535  -0.2564
C: -1.927 -0.957 -3.722  -0.0303
C: -2.203 -0.376 -2.504  -0.0609
C: -1.516 0.751 -2.039  -0.3075
N: -1.721 1.256 -0.738  -0.0509
C: -3.026 1.552 -0.391  -0.2263
C: -4.040 1.689 -1.366  -0.0081
C: -5.361 1.906 -1.051  -0.0224
C: -5.781 1.996 0.278  -0.2765
C: -7.228 2.208 0.636  -0.0427
C: -4.799 1.920 1.242  -0.0043
C: -3.444 1.753 0.931  -0.1398
N: -2.522 1.824 2.026  -0.0503
C: -2.797 2.386 3.221  -0.0382
C: -1.768 2.084 4.084  -0.0227
C: -0.884 1.337 3.317  -0.1579
N: -1.320 1.194 2.060  0.0119
C: -0.532 1.266 -2.885  -0.1268
C: -0.207 0.639 -4.087  0.0242
N: 0.140 2.490 -2.584  -0.0535
C: 0.527 3.415 -3.491  -0.0255
C: 1.250 4.372 -2.823  -0.0148
C: 1.249 3.941 -1.494  -0.1225
N: 0.568 2.811 -1.346  0.0228
H: -1.194 -1.977 -6.044  0.0817
H: -0.679 -0.414 -6.675  0.0898
H: 0.483 -1.454 -5.865  0.0720
H: -2.499 -1.819 -4.046  0.1207
H: -2.979 -0.789 -1.870  0.1171
H: -3.756 1.628 -2.407  0.1185
H: -6.084 2.008 -1.852  0.1243
H: -7.881 1.586 0.024  0.0823
H: -7.419 1.975 1.684  0.0758
H: -7.522 3.246 0.470  0.0898
H: -5.103 1.987 2.279  0.1075
H: -3.682 2.976 3.378  0.1310
H: -1.667 2.387 5.112  0.1105
H: 0.066 0.928 3.603  0.1029
H: 0.610 1.036 -4.679  0.1319
H: 0.245 3.330 -4.526  0.1366
H: 1.704 5.257 -3.230  0.1097
H: 1.728 4.412 -0.653  0.1024
O: 6.717 2.007 4.264  0.1239
N: 5.762 1.286 4.431  -0.3372
O: 5.717 0.325 5.174  0.0966
C: 4.532 1.614 3.682  -0.0580
C: 4.271 2.920 3.513  0.0836
C: 3.080 3.339 2.845  -0.1069
C: 2.687 4.686 2.753  0.0402
C: 1.507 4.996 2.131  -0.0115
C: 0.775 3.970 1.530  -0.1167
N: 1.145 2.700 1.565  0.0499
C: 2.246 2.372 2.278  -0.1368
C: 2.508 0.969 2.502  -0.1401
N: 1.571 0.094 2.060  0.0441
C: 1.738 -1.184 2.333  -0.1236
C: 2.857 -1.675 3.009  0.0014
C: 3.821 -0.806 3.443  0.0422
C: 3.646 0.574 3.224  -0.0420
H: 4.965 3.656 3.898  0.1448
H: 3.308 5.459 3.191  0.1365
H: 1.152 6.014 2.069  0.1257
H: -0.124 4.196 0.969  0.1288
H: 0.963 -1.851 1.978  0.0519
H: 2.959 -2.737 3.184  0.1203
H: 4.689 -1.168 3.971  0.1185
C: 0.109 -4.913 -1.506  -0.0697
C: -0.233 -3.712 -2.382  -0.2499
N: 0.891 -2.800 -2.565  -0.0999
C: 1.826 -3.106 -3.661  -0.1976
C: 3.114 -3.775 -3.197  -0.0597
C: 1.120 -1.748 -1.767  -0.6081
S: 0.057 -1.511 -0.405  0.7973
N: 2.190 -1.018 -2.113  0.1255
C: 2.593 0.075 -1.497  -0.3885
O: 2.006 0.660 -0.535  -0.1582
C: 3.857 0.685 -1.987  -0.1308
C: 4.330 1.849 -1.382  -0.0233
C: 5.503 2.438 -1.822  -0.0652
C: 6.211 1.870 -2.874  -0.0625
C: 5.742 0.712 -3.482  -0.0593
C: 4.570 0.120 -3.041  -0.0141
H: -0.778 -5.529 -1.349  0.0777
H: 0.495 -4.581 -0.540  0.0606
H: 0.867 -5.540 -1.975  0.0716
H: -1.058 -3.147 -1.955  0.0599
H: -0.539 -4.052 -3.372  0.1203
H: 2.053 -2.179 -4.182  0.0995
H: 1.293 -3.762 -4.350  0.1199
H: 3.658 -3.121 -2.517  0.0665
H: 3.749 -3.987 -4.057  0.0846
H: 2.909 -4.718 -2.690  0.0663
H: 3.766 2.284 -0.567  0.1001
H: 5.870 3.340 -1.349  0.1069
H: 7.128 2.329 -3.218  0.1115
H: 6.295 0.271 -4.301  0.1108
H: 4.196 -0.782 -3.505  0.1019
C: -2.876 -4.485 2.269  -0.0447
C: -1.597 -3.674 1.942  -0.1437
N: -1.855 -2.245 2.086  -0.1634
C: -2.989 -1.869 1.238  -0.1345
C: -4.283 -2.518 1.792  -0.0431
N: -3.877 -3.517 2.836  -0.0870
C: -3.292 -2.803 4.019  -0.0488
C: -2.138 -1.921 3.479  -0.1291
H: -2.708 -5.261 3.013  0.1372
H: -3.328 -4.937 1.388  0.1378
H: -1.270 -3.862 0.920  0.0900
H: -0.783 -3.959 2.610  0.1328
H: -2.779 -2.200 0.222  0.1056
H: -3.083 -0.784 1.219  0.1039
H: -4.846 -3.050 1.028  0.1383
H: -4.941 -1.797 2.273  0.1365
H: -4.700 -4.034 3.138  0.1919
H: -2.954 -3.561 4.724  0.1375
H: -4.087 -2.222 4.482  0.1373
H: -1.240 -2.080 4.077  0.1304
H: -2.395 -0.865 3.547  0.1080

Forces on atoms 1 to 2 (eV/Å):
Sc -0.062 -0.365 -0.209
C -0.018 0.023 0.045


3.
Molecular formula: C6H13NO
Method: DFT, the ωB97M-V functional and the def2-TZVPD basis

For the HOMO energy, the calculation gives -9.404 eV. As for the molar mass: 115.2 Da. The calculation puts the electronic energy at -366.32428 Ha. The energy above the lowest of the compared OMol25 structures with the same formula, charge and spin is 2.983 eV. Its gap between HOMO and LUMO is 10.03 eV.

Last column: natural (NBO) charge in e.
Positions of all 21 atoms, in Å:
C: 1.995 -0.466 -2.450  -0.4336
N: 1.148 -1.110 -1.385  -0.6078
C: 0.876 -0.128 -0.238  -0.2372
C: 0.192 -0.804 0.875  -0.4250
C: -1.297 -0.507 0.923  -0.3956
C: -1.814 0.904 0.920  -0.5312
C: -1.143 1.697 1.887  0.4052
O: -1.774 2.088 2.866  -0.5153
H: 2.030 -1.039 -3.481  0.2060
H: 1.724 0.579 -2.731  0.1689
H: 3.039 -0.430 -2.032  0.1945
H: 0.223 -1.231 -1.822  0.3370
H: 0.373 0.747 -0.601  0.1678
H: 1.806 0.201 0.075  0.1916
H: 0.245 -1.897 0.849  0.2367
H: 0.754 -0.512 1.832  0.2012
H: -1.777 -1.166 1.728  0.2202
H: -1.718 -1.110 0.045  0.2055
H: -1.861 1.297 -0.264  0.2327
H: -2.871 0.785 1.338  0.2540
H: -0.150 2.101 1.667  0.1243

Forces on atoms 1 to 2 (eV/Å):
C 0.821 -0.577 -0.652
N -0.766 1.565 -0.791


4.
Molecular formula: C5H14N2O
Method: DFT, the ωB97M-V functional and the def2-TZVPD basis

For the HOMO energy, the calculation gives -9.207 eV. As for the molar mass: 118.2 Da. The calculation puts the electronic energy at -383.65233 Ha. The energy above the lowest of the compared OMol25 structures with the same formula, charge and spin is 1.316 eV. Its gap between HOMO and LUMO is 10.19 eV.

Last column: natural (NBO) charge in e.
Positions of all 22 atoms, in Å:
C: 2.388 -0.705 0.622  -0.4292
N: 1.028 -0.725 0.159  -0.5589
C: 0.727 -1.205 -0.974  0.5972
C: 1.668 -1.777 -1.997  -0.7082
O: -0.555 -1.236 -1.345  -0.6866
H: 2.782 -1.718 0.747  0.1873
H: 3.052 -0.168 -0.064  0.1830
H: 2.400 -0.203 1.589  0.2024
H: 1.108 -2.073 -2.878  0.2404
H: 2.420 -1.037 -2.269  0.2307
H: 2.180 -2.642 -1.579  0.2332
H: -1.113 -0.941 -0.601  0.5138
C: -1.641 2.507 0.800  -0.6227
C: -2.284 1.150 0.514  -0.2157
N: -1.660 0.021 1.187  -0.8880
H: -0.597 2.496 0.488  0.2041
H: -1.682 2.736 1.864  0.1982
H: -2.160 3.292 0.257  0.2063
H: -2.242 0.962 -0.564  0.1761
H: -3.339 1.171 0.801  0.1851
H: -1.828 0.068 2.190  0.3581
H: -0.650 0.027 1.053  0.3935

Forces on atoms 1 to 2 (eV/Å):
C 0.146 -0.035 -0.121
N -0.341 0.021 -0.164


5.
Molecular formula: C19H14BrFNO2PtSe
Method: DFT, the ωB97M-V functional and the def2-TZVPD basis

For the HOMO energy, the calculation gives -4.236 eV. The net charge is -1. As for the molar mass: 661.3 Da. The calculation puts the electronic energy at -6132.40098 Ha. The energy above the lowest of the compared OMol25 structures with the same formula, charge and spin is 0.000 eV. Its gap between HOMO and LUMO is 6.86 eV.

Last column: natural (NBO) charge in e.
Positions of all 40 atoms, in Å:
Pt: 0.476 -1.151 1.211  0.4817
Br: 3.854 -3.619 -0.624  0.0226
C: 4.310 -2.080 0.412  0.1646
C: 5.509 -1.436 0.152  -0.2920
C: 5.805 -0.333 0.938  -0.1724
C: 4.908 0.066 1.915  -0.2280
C: 3.721 -0.640 2.061  0.1139
N: 3.441 -1.712 1.317  -0.4326
C: 2.709 -0.187 3.117  0.7482
O: 3.171 0.398 4.092  -0.6749
O: 1.478 -0.432 2.905  -0.7496
H: 6.173 -1.789 -0.624  0.2249
H: 6.731 0.208 0.785  0.2104
H: 5.091 0.906 2.569  0.2428
Se: -0.807 -2.232 -0.446  -0.1750
C: -2.527 -1.394 -0.384  -0.1928
C: -3.250 -1.249 -1.567  -0.2505
C: -4.497 -0.640 -1.568  -0.2155
C: -5.043 -0.161 -0.385  -0.2453
C: -4.329 -0.302 0.799  -0.2391
C: -3.084 -0.912 0.801  -0.1785
H: -2.816 -1.599 -2.496  0.2133
H: -5.035 -0.522 -2.501  0.2028
H: -6.012 0.323 -0.386  0.2001
H: -4.741 0.072 1.729  0.2010
H: -2.517 -1.009 1.719  0.2182
F: -3.182 2.510 -3.148  -0.3469
C: -2.228 2.079 -2.279  0.3821
C: -1.127 1.411 -2.779  -0.2953
C: -0.167 0.961 -1.889  -0.1723
C: -0.291 1.171 -0.515  -0.0601
C: 0.745 0.684 0.443  -0.5078
C: -1.419 1.848 -0.059  -0.1805
C: -2.397 2.309 -0.933  -0.2886
H: -1.042 1.238 -3.844  0.2176
H: 0.688 0.408 -2.258  0.2151
H: 0.793 1.332 1.320  0.2082
H: 1.733 0.655 -0.030  0.1943
H: -1.543 2.003 1.006  0.2140
H: -3.284 2.816 -0.579  0.2217

Forces on atoms 1 to 2 (eV/Å):
Pt -0.013 0.088 0.103
Br 0.011 0.005 0.006


6.
Molecular formula: C16H14BCl5N6Pb
Method: DFT, the ωB97M-V functional and the def2-TZVPD basis

For the HOMO energy, the calculation gives -6.694 eV. As for the molar mass: 685.6 Da. The calculation puts the electronic energy at -3465.17644 Ha. The energy above the lowest of the compared OMol25 structures with the same formula, charge and spin is 1.962 eV. Its gap between HOMO and LUMO is 6.46 eV.

Last column: natural (NBO) charge in e.
Positions of all 43 atoms, in Å:
H: -1.383 -2.451 1.451  0.2618
N: -0.957 -1.351 -0.303  -0.4197
B: -1.109 -0.162 -2.612  0.5640
N: -1.633 -1.158 -1.527  -0.2777
C: -2.689 -1.987 -1.536  0.0747
Pb: 1.588 -0.064 0.218  1.2062
H: -3.303 -2.091 -2.439  0.2485
C: -2.767 -2.659 -0.322  -0.3464
H: -3.471 -3.428 -0.040  0.2500
C: -1.699 -2.211 0.433  0.0458
H: -1.764 -0.278 -3.600  -0.0309
C: 2.500 1.999 0.387  -1.1307
H: 3.189 2.034 1.231  0.2248
H: 1.601 2.662 0.330  0.2259
H: 3.164 2.166 -0.436  0.2070
N: 0.427 -0.431 -2.899  -0.3237
N: -1.258 1.279 -2.028  -0.3444
N: 1.507 -0.300 -1.983  -0.4309
N: -0.497 1.658 -0.940  -0.3299
C: 0.873 -0.832 -4.090  0.0240
C: -1.981 2.326 -2.476  -0.0116
H: 0.161 -1.031 -4.870  0.2266
H: -2.665 2.179 -3.303  0.2187
C: 2.246 -0.981 -4.029  -0.3513
C: -1.682 3.431 -1.682  -0.3556
C: 2.610 -0.640 -2.723  -0.0070
C: -0.750 2.960 -0.744  -0.0291
H: 2.871 -1.370 -4.793  0.2340
H: -2.053 4.440 -1.786  0.2329
H: 3.622 -0.627 -2.331  0.2254
H: -0.252 3.505 0.063  0.2179
H: -0.010 -1.643 0.249  0.4583
Cl: -0.005 1.982 2.353  0.0007
C: 0.426 0.653 3.375  -0.0913
C: 0.886 -0.523 2.848  -0.3853
C: 0.981 -1.669 3.590  -0.1034
Cl: 1.204 -3.205 2.835  -0.0144
C: 0.786 -1.595 5.005  -0.0911
Cl: 0.983 -2.955 6.032  0.0355
C: 0.381 -0.364 5.588  -0.1066
Cl: 0.160 -0.266 7.284  0.0486
C: 0.174 0.777 4.769  -0.0975
Cl: -0.416 2.221 5.450  0.0472

Forces on atoms 1 to 2 (eV/Å):
H -0.048 -0.028 -0.403
N -2.073 -1.388 1.767